Entry 1:
Formula: C4H12N2O
Source: OMol25
Level of theory: the ωB97M-V functional and the def2-TZVPD basis

For the HOMO energy, the calculation gives -0.330 Ha. Its spin multiplicity is 1. The structure (SMILES) is C=C(N)CCN.O. For the largest force on an atom, the calculation gives 7.2 eV Å⁻¹.

Structure (XYZ):
```
19
C4H12N2O | OMol25 | the ωB97M-V functional and the def2-TZVPD basis
C 0.5339 -0.7676 0.7295
H 0.8833 -1.5523 0.1101
C 1.4712 0.5169 0.2769
H 1.4620 2.2353 -0.9411
H -1.7918 -1.0910 -1.0654
H -2.7262 -0.1216 -0.1981
N -1.2545 0.1092 2.1696
H 2.6169 0.3235 0.2531
H -0.0090 1.5174 -0.8135
H -0.2985 -1.2258 -2.5923
O 0.5636 -1.2782 -2.7341
H 0.9688 -1.2165 1.7165
H 0.8891 -0.4937 -2.1586
N 1.0767 1.3804 -0.8203
C -0.9441 -0.3491 0.7884
C -1.8458 -0.4940 -0.2073
H -2.2366 0.3833 2.1230
H -0.6192 0.8856 2.2917
H 1.2599 1.2381 1.0720
```

***

Entry 2:
Formula: C39H91N13O13
Source: OMol25
Level of theory: the ωB97M-V functional and the def2-TZVPD basis

For the HOMO energy, the calculation gives -0.320 Ha. Its spin multiplicity is 1. For the largest force on an atom, the calculation gives 2.5 eV Å⁻¹.

Structure (XYZ):
```
156
C39H91N13O13 | OMol25 | the ωB97M-V functional and the def2-TZVPD basis
H 6.9458 -5.2577 -5.6967
H 6.1819 -6.2748 -3.5279
O 6.4205 -1.8263 -10.1392
C 0.2598 -2.9868 -4.3233
H 4.3043 1.1974 -7.9373
C 2.2933 -4.9201 -12.0241
H -1.6794 -1.3097 -5.5999
C 7.0206 -2.1659 -1.0390
C 4.1582 0.5917 -8.8364
C 6.3979 -7.5305 1.6782
H 11.9330 -4.3790 -2.2815
H 3.7777 -2.7764 -1.7204
H -0.5680 -2.6739 -3.6696
H 4.5725 -10.3646 -2.3938
H 1.0622 -8.8772 -5.9068
N 6.9840 -6.7531 0.7507
H 3.6802 -4.3022 -6.0870
H 7.8430 -1.9910 -1.7165
H 4.6863 -2.9627 -0.1852
H -0.8890 -1.3793 -7.1036
O 6.7870 -10.1800 -6.9388
C 5.8237 -0.8017 -9.9396
H 11.4862 -4.1989 -5.4725
C 2.6478 -5.6225 -9.7270
H 12.4975 -3.7223 -3.7784
H 2.8460 -2.6465 -11.1166
C 5.0051 -8.1392 -7.7063
H 1.9010 -5.9148 -12.1793
H 5.8812 -4.7678 -2.7819
C 3.8076 -4.7647 -5.0946
C -0.2985 -5.8831 -6.3626
H 7.0511 -1.3572 -0.3026
H 8.3150 -7.3714 -0.7436
N 8.1231 -10.0668 -1.5045
H -1.5061 -2.8823 -6.3272
N 5.0895 -4.9235 -4.7044
C -0.9771 -1.9418 -6.1732
H 10.8609 -1.0776 -6.2090
H 6.2138 -6.2053 -1.0564
N 5.7731 -2.0590 -1.7658
H 1.9469 -9.1772 0.6977
H 8.7894 -5.9791 0.2312
O 6.9574 -8.4666 2.2098
C -1.3497 -7.9716 -5.7875
H 5.0156 -1.0543 -6.8106
C 10.4423 -4.1913 -5.1111
H 1.6199 -7.4853 -5.0418
H 4.1435 -11.4706 -1.0702
C 9.4011 -10.7766 -1.4883
O 6.6427 -8.8564 -2.7057
H -1.3267 -8.1213 -0.8716
H 3.1230 0.2352 -8.8377
O 11.0750 0.9325 -5.8923
H 1.1487 -6.9755 -1.0128
H 3.0515 -3.0186 -9.3765
H 7.9013 -10.3287 0.5271
H 9.8597 -10.6523 -0.5117
C 11.6603 -3.6927 -3.0830
C 3.8038 -8.3778 -0.8083
H 0.6685 -5.3890 -6.5362
H 4.6856 -8.2700 -1.4604
C 7.7073 -9.4277 -2.6059
H 4.0540 -8.4052 -8.1765
H 5.4889 -2.3955 -7.8551
C 2.2181 -9.9896 0.0344
H 4.3493 -3.3099 -10.5299
C -1.1467 -5.2400 -2.1699
O -2.3099 -4.9347 -2.2503
H 1.7326 -7.4754 -6.7985
C 8.6704 -1.2999 -7.2741
N -0.1858 -7.1864 -6.0764
H 5.9348 -3.8059 -6.3139
H 8.4521 -9.5411 -3.4102
C 3.2627 -3.3417 -10.3879
H 5.8255 0.0600 -10.6267
H 9.4139 -2.0170 -7.6004
C 5.9557 -9.7603 -6.1717
C 5.4063 -5.5060 -3.4534
C 8.3405 -6.9766 0.2772
N 9.2602 -0.0381 -6.8744
O 2.8241 -5.4878 -8.5375
H 7.9072 -1.2055 -8.0506
O -1.3583 -5.3064 -6.4117
H 8.9306 2.0252 -6.6138
C 5.7293 -1.5120 -3.0079
O 2.8135 -5.1560 -4.4749
C 4.8696 -1.5077 -7.7895
H 10.1060 -10.4252 -2.2379
H 1.0130 -7.4357 -2.7734
H 8.4651 -4.7390 -3.3093
H 5.7975 -8.5229 -8.3435
H 3.6721 -7.4028 -5.7433
H 5.0962 -7.0580 -7.6172
C 1.1104 -7.7911 -5.9598
H 3.8276 -1.8469 -7.8518
O 3.3818 -7.4604 -0.1230
H 1.6262 -4.1066 -12.3109
H 3.5531 -9.0540 -5.0354
H 5.8767 -10.1202 -5.1294
H 5.3315 -7.3211 1.8295
C -1.5604 -7.6011 -1.8105
C 0.7479 -6.7130 -1.9999
H 1.1472 -2.8993 -3.7087
H 1.3634 -10.3862 -0.5109
O 6.7073 -1.2062 -3.6766
C 9.3316 -4.2722 -2.8670
C 6.1950 -4.4876 -5.5142
N 10.4675 -4.1960 -3.7394
C 10.4725 -0.0474 -6.2820
H 7.0316 -3.1673 -0.6130
C 4.2167 -8.2454 -5.3450
N 5.0761 -8.7808 -6.4146
H -1.4059 -8.2263 -4.7265
H 4.5401 -5.8277 -2.8838
H 6.7647 -9.2268 -0.2029
N 2.8142 -4.6879 -10.6859
H 6.7933 -3.7928 -4.8962
H 8.1494 1.2811 -8.0686
H -1.3519 -8.8791 -6.3938
N 0.2874 -2.0983 -5.4800
H 1.3092 -5.7932 -2.1769
H 2.6263 -10.7607 0.7001
H 4.6823 -1.3344 -3.3044
H 8.9105 -7.6190 0.9348
H 3.1447 -4.7913 -12.7111
H 9.1787 -11.8234 -1.7138
H -1.4608 -8.3673 -2.5858
C 4.5257 -2.3465 -1.0720
H 6.6003 -4.7747 -0.0461
N 3.2493 -9.5992 -0.8852
H 6.5769 -11.0137 -0.4075
H 4.3410 1.2427 -9.6868
H 2.4015 -6.5986 -10.1829
O 2.3811 -1.1402 -5.2275
H 9.5854 -4.8637 -1.9781
H -0.3222 -4.5223 -2.2658
H 1.2170 -1.0442 -6.9336
C 8.4411 1.1457 -7.0267
H 9.0322 -3.2966 -2.4826
H 0.0035 -3.9757 -4.6911
H 11.4742 -2.6692 -2.7622
N 5.0673 -0.5404 -8.8441
H 7.5426 1.0493 -6.3971
C 6.2237 -5.8030 -0.0366
H 5.1866 -5.7261 0.2869
N -0.6843 -6.4974 -1.9896
O 9.5028 -4.2014 -5.9068
C 1.3555 -1.3674 -5.8858
H -2.2597 -7.4193 -6.0014
H 2.9418 -11.0569 -2.2792
C 3.7855 -10.6538 -1.7069
H -2.5933 -7.2742 -1.7577
H 4.8625 -7.8882 -4.5435
H 8.0759 -1.6867 -6.4382
H 4.1583 -1.4083 -0.6287
C 7.2677 -10.1728 -0.3431
```